23
Properties=species:S:1:pos:R:3:forces:R:3:lowdin_charge:R:1 method="wB97M-V/def2-TZVPD" de_lowest_ev=1.5085 multiplicity=2 s_squared=0.7503 e_tot_ev=-9895.387 orbital_gap_ev="2.468 / 8.415" total_charge=-1 homo_energy_ev="1.407 / -4.457"
N -1.4039 -2.9455 -0.4641 0.3 1.2 0.0 -0.0415
C -1.4962 -1.4595 -0.5671 2.2 0.3 0.3 -0.3022
C -0.5696 -0.7061 0.5199 -0.2 -1.3 -1.4 -0.2503
N -0.4355 0.6891 0.1964 -1.1 -0.5 1.0 -0.2589
C -1.5735 1.4860 0.6111 -0.6 0.2 -2.2 -0.2861
C 0.7817 1.4661 0.1710 0.8 0.9 -0.9 -0.3064
C 1.9713 0.9546 -0.7610 0.1 0.1 3.4 -0.3552
N 2.8958 0.0546 -0.0107 -0.6 -1.0 -0.8 -0.0631
H -2.2643 -3.3054 -0.0787 0.2 -0.2 0.4 0.0300
H -0.5995 -3.1077 0.1425 -0.5 -0.6 0.0 0.0426
H -2.5305 -1.1373 -0.4287 0.2 0.2 -0.5 0.0811
H -0.9830 -1.1461 -1.4966 -1.1 0.0 0.0 0.0877
H 0.4406 -1.1098 0.4607 0.0 -0.5 0.0 0.0920
H -1.0444 -1.0690 1.4451 0.4 1.0 0.6 0.0875
H -2.3778 0.9313 1.0716 0.0 -0.5 0.2 0.0431
H -1.9954 1.8598 -0.3538 -0.2 0.4 0.7 0.0531
H -1.3695 2.3263 1.2480 0.5 0.4 0.4 0.0257
H 1.0478 1.7267 1.2221 0.6 0.0 -0.7 0.0814
H 0.5106 2.4202 -0.3717 0.0 -0.6 0.8 0.0681
H 1.4606 0.3170 -1.4472 0.0 -0.2 -1.1 0.0741
H 2.5760 1.7748 -1.1901 -0.9 -0.1 -0.1 0.0558
H 3.4542 0.3662 0.7677 -0.3 0.8 -0.1 0.0228
H 3.5046 -0.3862 -0.6866 0.2 -0.1 0.1 0.0187